No. 1
Entry from the OMol25 dataset: an isolated molecule of C5H8N2 (wB97M-V/def2-TZVPD).

Geometry as XYZ:
```
15
Properties=species:S:1:pos:R:3:mulliken_charge:R:1
H 1.3889 -0.2368 -1.8180 0.44
H 0.6377 -1.8109 -0.6729 0.37
C 1.7102 -0.0518 -0.7941 -1.07
N -0.3300 -2.1616 -0.5401 -0.66
H -2.3099 1.0040 0.5874 0.24
H -0.7530 0.7547 -1.2949 0.31
C -0.7896 -1.4695 0.3611 0.83
H 2.6412 -0.5090 -0.4681 0.35
H -0.4070 2.2655 -0.4350 0.35
H -1.0652 -0.7245 2.2990 0.32
C -1.1297 -0.5355 1.2322 -0.90
H 1.2414 0.8380 1.0575 0.29
C 0.9355 0.6559 0.0299 -0.07
C -0.4378 1.1734 -0.3239 -0.50
N -1.3329 0.8081 0.7800 -0.30
```

SMILES string: C=CCNC=C=N
Gap between HOMO and LUMO: 9.7 eV

=====

No. 2
Entry from the OMol25 dataset: an isolated molecule of N2 (wB97M-V/def2-TZVPD).

Geometry as XYZ:
```
2
Properties=species:S:1:pos:R:3:mulliken_charge:R:1
N -0.1290 0.1864 0.7760 0.00
N 0.1290 -0.1864 -0.7760 0.00
```

SMILES string: N#N
Gap between HOMO and LUMO: 10.2 eV

=====

No. 3
Entry from the OMol25 dataset: an isolated molecule of C3H7Cl3Si (wB97M-V/def2-TZVPD).

Geometry as XYZ:
```
14
Properties=species:S:1:pos:R:3:mulliken_charge:R:1
H -1.9506 -0.0291 1.3089 0.34
Si -0.0069 -0.4647 0.0159 0.57
H 0.3146 1.2833 -1.6395 0.37
C -1.8508 -0.1026 0.2658 -0.56
Cl 0.2943 -2.5130 -0.1812 -0.31
H 1.6296 0.3042 -1.6921 0.30
C 1.1677 0.0596 1.4505 -0.59
C 0.5513 0.2312 -1.6596 -1.05
H -2.3586 -0.9545 -0.0911 0.36
H 0.1608 -0.2419 -2.5815 0.29
Cl 1.3612 1.8026 1.9456 -0.19
Cl -2.4479 1.3375 -0.5807 -0.18
H 2.1471 -0.2077 1.1054 0.28
H 0.9882 -0.5048 2.3336 0.36
```

SMILES string: C[Si](Cl)(CCl)CCl
Gap between HOMO and LUMO: 10.9 eV

=====

No. 4
Entry from the OMol25 dataset: an isolated molecule of C6H13NO (wB97M-V/def2-TZVPD).

Geometry as XYZ:
```
21
Properties=species:S:1:pos:R:3:mulliken_charge:R:1
H -1.0190 -1.5978 1.4519 0.29
H 0.9549 0.2711 2.0026 0.26
H -0.8039 -0.9760 -1.0346 0.42
C 0.3456 1.0267 1.5117 -1.36
N 1.1445 -0.8460 -0.4082 -0.35
C 0.1060 0.8449 -1.6837 -0.15
H 0.9760 1.7643 1.0042 0.37
H -1.7102 -0.3353 2.4750 0.38
O -0.5909 1.8260 -1.8295 -0.48
C -0.7394 0.4422 0.6325 0.36
H 2.3308 -2.0925 0.6915 0.29
C -0.1820 -0.2112 -0.6235 0.05
H -0.1269 1.6304 2.2876 0.45
H 1.6102 -1.1314 -1.2549 0.23
H 0.8032 -2.8713 0.1471 0.34
H 1.0351 0.7418 -2.2871 0.30
H -1.5299 1.0976 0.2921 0.39
H -2.5402 -0.7401 1.0714 0.38
C -1.5091 -0.6371 1.4303 -1.44
C 1.2543 -1.9393 0.5286 -1.12
H 0.8474 -1.7076 1.5008 0.39
```

SMILES string: CN[C@H](C=O)C(C)C
Gap between HOMO and LUMO: 9.9 eV

=====

No. 5
Entry from the OMol25 dataset: an isolated molecule of C18H26N4O2 (wB97M-V/def2-TZVPD).

Geometry as XYZ:
```
50
Properties=species:S:1:pos:R:3:mulliken_charge:R:1
C 2.4187 -1.0681 -3.9905 -0.91
H 0.7705 2.8392 1.3941 0.07
H -2.8893 -0.4222 1.0522 0.26
C 2.2663 1.7288 4.0599 0.85
C 0.2928 -0.7415 0.5430 -0.06
C -2.5326 0.5246 0.4401 -0.58
H -2.0228 1.1437 1.1156 0.50
C 1.6752 -1.2708 0.5292 -0.10
H 3.6406 -1.0541 -2.3234 0.34
C 2.1693 4.3539 2.0108 -1.10
C 2.2617 -1.9154 1.7853 -1.46
H -4.3783 1.6212 0.7311 0.38
N -1.6433 0.0668 -0.7056 0.26
C -2.4133 -0.1242 -1.9985 -0.73
O 2.5051 1.1859 2.0391 -0.34
H 2.5838 4.7842 2.9349 0.30
C 1.2567 3.3059 2.2459 -0.27
H 4.2745 -1.1343 1.9286 0.31
N 2.4133 -1.1036 -0.5828 -0.43
H 3.0246 4.1451 1.2530 0.27
C 3.3754 -1.2231 2.5665 -0.30
H 2.0430 1.7557 6.2508 0.30
H 2.8904 -0.4293 -4.7912 0.24
H 1.5848 5.1811 1.6378 0.39
C -3.7491 1.2238 -0.0941 -0.72
H 1.4475 -2.1973 2.3366 0.50
N 2.7670 -0.6239 -2.6731 -0.34
C 2.8811 0.1427 2.8339 0.43
H 0.8440 2.7007 5.2671 0.38
H -2.3948 0.7397 -2.6725 0.27
H 2.6728 -2.1390 -4.0747 0.27
C -0.3649 -0.3213 -0.6065 0.30
H -3.4374 2.1869 -0.5871 0.30
H -0.2673 -0.7216 1.4176 0.61
C -3.9242 -0.3116 -1.9994 -0.73
H -4.3402 -0.0862 -2.9342 0.37
O -4.5419 0.4275 -0.9249 -0.42
H 0.5191 3.4841 2.9960 0.30
H 0.1716 0.1960 -2.6890 0.60
N 2.7699 0.4381 4.1049 -0.66
H 2.2980 3.3384 5.5281 0.38
C 1.8106 -0.6482 -1.6636 0.14
H -2.0486 -0.9723 -2.5639 0.50
H -4.2607 -1.2619 -1.8233 0.37
H 3.5128 -1.8565 3.5350 0.28
H 1.3898 -0.9304 -4.1886 0.37
C 2.1123 2.1718 2.8078 -0.03
C 1.8359 2.4240 5.3676 -1.36
C 0.4983 -0.2101 -1.7730 -0.64
H 2.6900 -2.8838 1.4061 0.34
```

SMILES string: CCc1oc(CCc2cc(N3CCOCC3)cc(NC)n2)nc1C
Gap between HOMO and LUMO: 8.3 eV

=====

No. 6
Entry from the OMol25 dataset: the ion C3H7N2 with charge +1 (wB97M-V/def2-TZVPD).

Geometry as XYZ:
```
12
Properties=species:S:1:pos:R:3:mulliken_charge:R:1
C -0.7176 -0.4460 -1.4356 -0.97
H -1.2642 0.2997 -2.0565 0.33
H 1.2909 0.4191 -1.2461 0.38
H 0.4875 1.0558 2.9925 0.28
H 0.7353 -1.7391 0.9780 0.30
C 0.5782 0.4021 0.9949 0.22
N 0.3793 1.1817 1.9884 -0.32
C 0.5082 -0.0569 -0.6670 0.06
H -1.4239 -0.8598 -0.6843 0.28
H 0.4301 2.1689 1.7455 0.29
H -0.3713 -1.2853 -2.0607 0.30
N 0.8260 -0.7906 0.6299 -0.14
```

SMILES string: C[C@@H]1NC1=[NH2+]
Gap between HOMO and LUMO: 12.2 eV
Net charge: +1

=====

No. 7
Entry from the OMol25 dataset: a cluster of 3 separate species, C22H45NO8 in total (wB97M-V/def2-TZVPD).

Geometry as XYZ:
```
76
Properties=species:S:1:pos:R:3:mulliken_charge:R:1
H 0.0604 1.4673 1.9809 0.37
H -0.9571 4.2110 -2.0025 0.27
O -6.0307 0.3455 7.1660 -0.59
C 0.5028 3.4465 -0.3934 0.30
H -2.1309 -2.6368 -3.0743 0.33
H 1.6308 -6.9191 -4.0526 0.27
H -6.0665 3.2127 5.6177 0.31
O -4.4172 1.1401 5.8296 -0.36
H 0.1255 -3.5064 -3.2617 0.04
H -3.7737 3.7597 6.2909 0.30
C -3.3255 -1.3965 -2.0341 -0.26
H -2.7635 3.1749 -0.6275 0.33
H 3.5561 -1.6391 -1.7708 0.06
C 3.5642 2.4063 -1.0667 0.16
C -6.2662 2.6138 6.5038 -0.87
H 3.3561 1.3908 -3.1571 0.28
H -3.2087 1.5541 4.2390 0.02
O -3.1194 2.2678 1.9118 -0.55
H 4.4130 -2.5663 1.6553 0.24
C 4.1920 1.5508 -2.3326 -0.67
H -3.6343 -0.4594 -2.6906 0.17
H 5.0041 2.2648 -2.8379 0.27
H -2.6904 3.8928 4.8933 0.32
O 2.5436 -3.1437 -2.4940 -0.61
H 2.6410 3.6112 -2.8396 0.31
C 1.9139 -6.6190 -1.9200 -0.41
H 3.8131 4.5751 -1.7222 0.32
H 5.1127 -3.7115 0.2912 0.18
H 3.3396 -3.0093 0.0690 0.14
H -1.5116 -1.8452 -0.6013 0.26
H 2.8024 1.6982 -0.5304 -0.22
H 3.1574 -7.5241 -3.4327 0.31
H 5.9973 0.3547 -1.3369 0.31
H -5.9681 3.1696 7.3980 0.24
C 1.9933 -4.2405 -2.5849 0.68
C 2.0946 -7.4175 -3.1969 -0.96
O -0.6823 2.0579 2.3403 -0.48
C 1.7247 4.4582 -0.8066 -0.68
H -0.1140 4.0048 0.4631 0.20
C 4.9855 0.1828 -1.9023 -0.67
C 4.4116 -2.7681 0.4986 -0.46
C -1.8947 1.9126 1.4678 0.23
C 0.7409 -4.3999 -3.3948 -0.86
H 0.8357 2.4238 0.0690 -0.33
C -5.5807 1.2798 6.5035 0.71
H 2.4069 -7.1461 -1.0962 0.32
H -2.4510 1.8201 -1.9090 0.20
C -2.5648 0.1542 -0.0372 -0.79
H 1.6531 -8.4117 -3.0953 0.36
H -7.3465 2.4488 6.5236 0.29
C -0.5852 3.1551 -1.5986 -0.60
H 1.0080 -4.5020 -4.4510 0.29
C 2.9243 3.7793 -1.6932 -0.66
H 0.1231 -5.2424 -3.0909 0.41
H -2.3295 2.7647 6.2205 0.33
H -1.1523 -0.4492 -1.8484 0.30
C -3.1290 3.1958 5.6111 -1.01
O 5.0685 -1.6159 -0.1529 -0.40
H -4.1709 -1.5659 -1.2103 0.27
O 2.5541 -5.3340 -2.0218 -0.34
H -4.6892 2.4927 4.2490 0.35
H 3.3008 -0.4207 -0.3293 0.18
H -2.6904 -0.4045 1.0089 0.33
H 2.1066 5.0499 0.1545 0.32
H -3.6471 0.4947 -0.3910 0.32
O -3.1091 -2.6034 -2.8486 -0.52
C -1.9436 2.3959 -0.9977 -0.52
C -1.9792 -0.9306 -1.1671 -0.36
H -0.1164 2.6017 -2.5170 0.23
H 4.4244 2.6591 -0.3020 0.24
H 5.2738 -0.3669 -2.9212 0.27
N -1.6183 1.3637 0.0662 0.40
C 4.0973 -0.8961 -1.0425 0.30
C -3.8956 2.1011 4.8937 -0.06
H 1.2372 5.3000 -1.4988 0.28
H 0.8628 -6.5128 -1.6322 0.35
```

SMILES string: COCCCCCCCCCN(CCCO)C(=O)O.CCOC(C)=O.CCOC(C)=O
Gap between HOMO and LUMO: 9.4 eV

=====

No. 8
Entry from the OMol25 dataset: a structure of composition C52H66BN7OS3TeTi (wB97M-V/def2-TZVPD).

Geometry as XYZ:
```
132
Properties=species:S:1:pos:R:3:mulliken_charge:R:1
C -0.8877 -4.6796 2.0206 -0.04
N 1.8822 -1.8649 1.1611 0.94
H -7.6523 2.9882 2.8959 0.38
C -1.0832 2.0769 -1.0892 0.43
H 5.9351 -4.6605 -0.2739 0.44
C -7.2067 3.9521 2.6555 -1.63
H 5.7745 -2.9024 -0.1749 0.41
S 0.7752 0.3356 2.0753 -0.20
C 1.8013 -6.0273 -2.8934 -1.57
H 3.9091 -0.2539 4.8380 0.42
C 3.9437 -1.9799 2.8393 -0.54
H -1.5600 -5.2064 -2.7313 0.38
H 0.2560 6.5060 1.8291 0.27
H -0.5182 -7.2815 1.3370 0.35
C -1.5182 2.4294 4.9154 -1.02
N -0.4234 -2.8232 0.7953 0.79
H -2.1463 6.1112 0.9908 0.17
H 1.1653 -6.0503 4.4239 0.51
H -7.6980 4.3375 1.7605 0.33
C -5.1012 2.5943 2.3998 -1.02
C -2.9706 3.6192 2.0348 1.02
H -0.6440 3.8337 7.0080 0.42
H 2.0592 0.4048 -4.0483 0.38
H 2.6892 -5.6416 -3.3988 0.37
C -2.7928 6.1613 1.8707 -1.69
H 2.3169 -0.8536 -5.2807 0.42
H 0.3302 -4.4953 4.5314 0.34
H -1.9926 7.0938 -2.6675 0.42
H 1.9891 -6.0217 -1.8180 0.17
S -2.0350 -1.3466 -0.6784 -0.65
C -3.5725 4.8876 2.0556 1.08
C -0.5343 5.5341 -2.4648 -0.74
C 1.6158 -1.2701 -1.9669 1.34
C 0.4633 5.4311 6.1100 0.53
Te -0.8831 3.5867 1.7228 0.46
C -1.6766 -2.6840 0.3468 1.42
C -2.6252 3.9894 -1.4780 0.14
H 0.6920 3.7943 -2.1618 0.51
H 4.3952 -3.8875 -0.6833 0.20
H -0.7520 -6.7729 -2.5889 0.51
H -4.1072 -4.0158 -0.7869 0.27
N 2.7750 -2.8273 0.9670 -0.42
H -1.0307 1.6415 4.3366 -0.09
H 3.8101 -5.4932 2.6752 0.31
C 3.1217 0.0147 4.1365 -1.87
H 6.5635 -2.9703 2.2562 0.46
H -0.1227 -6.3142 -4.9300 0.45
C 3.8116 -2.8879 1.7642 -0.36
H 6.7367 -4.7129 2.0757 0.41
H 0.2788 6.1375 -2.8466 0.44
C -0.3055 4.2903 3.6791 0.29
C 0.8879 5.9727 4.9060 -1.04
C -4.0445 -3.5722 0.2094 -1.90
H -1.0273 -7.0939 4.4879 0.45
C 1.0569 6.0583 2.4216 -1.57
C -3.1653 1.0623 2.1808 -1.65
C 3.0212 -0.9902 3.0375 0.29
H -3.4305 3.3874 -1.0736 0.41
H -2.1313 1.0222 2.5212 -0.19
C 0.8846 -3.7498 -2.8505 -0.23
H 1.0393 -6.4405 1.3824 0.02
H 3.5519 -0.5187 -4.0561 0.33
H 5.7813 -4.0737 3.4055 0.43
H 1.5192 6.8544 4.9136 0.32
H 1.6503 -7.0590 -3.2148 0.48
C 1.4947 -2.8410 -3.7467 -0.57
C 0.2434 -6.8621 1.9983 -1.40
C -0.3522 -5.7853 2.9183 2.26
C 5.2541 -3.8487 -0.0138 -1.60
C -0.3000 4.2228 -2.0817 -0.27
H 1.1229 -5.1511 -5.3462 0.38
H 3.2275 -5.4077 1.0057 -0.03
C -1.3469 3.4537 -1.5857 -0.36
H -2.9288 -5.3889 1.9011 0.41
H -3.8515 5.7164 -1.7987 0.43
C -1.4651 -6.3976 3.7723 -2.11
C -0.3234 4.2848 6.0750 -0.92
C 0.7395 -5.2337 3.8389 -1.47
H 3.3345 1.0028 3.7234 0.34
C 0.2421 -5.3081 -4.7216 -2.06
H 1.5357 -4.7609 3.2672 0.02
C -0.7074 3.6929 4.8796 1.13
C 4.1145 -5.3466 1.6369 -1.31
H 4.7907 -2.0570 3.5068 0.59
H -2.5151 2.5843 4.5012 0.16
H 1.4131 6.9699 7.2775 0.36
H 1.6581 -3.1295 -4.7762 0.39
C -3.7287 2.4568 2.1998 0.58
H -4.3683 -2.5366 0.1209 0.39
C 6.0393 -3.9230 2.3553 -2.29
C 2.4772 -0.5829 -4.2388 -1.82
N -1.1501 1.7696 0.1828 1.51
C 0.5321 5.4139 3.6813 0.60
H 2.1741 0.0966 4.6699 0.36
C -1.8116 6.0712 -2.3632 -0.45
C -0.6373 -5.7012 -2.4197 -1.51
N 0.9816 -2.1808 -1.2093 0.67
C 0.8601 6.0434 7.4230 -1.58
C 0.5578 -5.1877 -3.2284 2.21
C -5.7252 3.8307 2.4383 0.58
H -3.4701 7.0033 1.7367 0.46
H -5.6950 1.6971 2.5368 0.37
N -0.0202 -3.7859 1.6211 -0.68
H -4.7247 -4.1102 0.8673 0.44
B 0.6348 -1.8360 0.2681 -0.04
N 0.6263 -3.3999 -1.6193 -0.40
H -2.1829 -6.9618 3.1750 0.37
C -2.6424 -3.6539 0.7197 0.08
C -2.2237 -4.6412 1.5648 -0.52
C 1.8552 -1.5920 -3.3321 0.39
H -2.0044 -5.6343 4.3369 0.43
C -4.9423 4.9662 2.2639 -1.01
H -5.4108 5.9441 2.2894 0.44
H 1.7651 6.8460 2.6730 0.44
H 1.4898 5.3596 7.9949 0.34
O -0.7333 1.1314 -1.9164 -0.64
C -2.8560 5.2988 -1.8752 -0.69
H -0.0184 6.2624 8.0312 0.36
H 1.5743 5.3422 1.7805 0.27
S 2.1392 0.2045 -1.2250 -0.66
H -2.1642 6.3704 2.7406 0.30
Ti -0.1408 0.1512 -0.2598 -1.33
H -0.5329 -4.6018 -5.0256 0.43
H 0.6598 -7.6756 2.5949 0.49
H -3.7631 0.4140 2.8226 0.70
H -0.4996 -5.5305 -1.3533 0.08
H 4.7943 -6.1558 1.3650 0.51
H -7.4258 4.6431 3.4703 0.37
H -1.6299 2.0764 5.9395 0.43
H -3.1796 0.6512 1.1709 0.31
C 1.9534 -0.9243 2.1071 0.45
C 4.8121 -3.9933 1.4482 2.39
```

Spin multiplicity: 2
Gap between HOMO and LUMO (spin up / spin down): 6.9 / 6.2 eV
Net charge: +1

=====

| no. | molecular weight (Da) |
| --- | --- |
| 1 | 96.13 |
| 2 | 28.01 |
| 3 | 177.53 |
| 4 | 115.18 |
| 5 | 330.43 |
| 6 | 71.10 |
| 7 | 451.60 |
| 8 | 1087.63 |